# 1
ORCA calculation (ωB97M-V with the def2-TZVPD basis set) on C30H36NO8S2Se2Ta as an isolated structure in a non-equilibrium geometry.

**LUMO**: -1.77 eV
**Strongest force on any atom**: 1.69 eV Å⁻¹
**Orbital gap**: 6.40 eV
**HOMO**: -8.168 eV

Each line ends with the Mulliken charge.
Atoms and positions in Å:
Ta: 0.136 -0.455 -1.012  0.586
C: 1.347 2.738 2.264  -2.732
C: 0.179 1.802 2.461  1.655
C: 0.344 0.652 3.243  0.376
C: 1.658 0.375 3.927  -2.191
C: -0.718 -0.240 3.429  2.172
C: -0.483 -1.483 4.248  -2.766
C: -1.965 0.030 2.857  0.185
C: -3.169 -0.836 3.158  -1.691
C: -2.129 1.168 2.057  2.443
C: -3.453 1.420 1.381  -2.857
C: -1.076 2.077 1.896  0.924
C: -1.368 3.388 1.203  -2.473
H: 2.269 2.180 2.099  0.434
H: 1.503 3.379 3.136  0.541
H: 1.215 3.382 1.400  0.318
H: 2.251 1.278 4.052  0.499
H: 2.262 -0.343 3.362  0.226
H: 1.503 -0.048 4.919  0.441
H: -1.246 -2.239 4.082  0.389
H: -0.467 -1.266 5.321  0.533
H: 0.478 -1.932 3.995  0.455
H: -3.354 -1.593 2.389  0.077
H: -4.072 -0.232 3.222  0.438
H: -3.065 -1.347 4.114  0.500
H: -4.149 1.961 2.031  0.446
H: -3.931 0.484 1.095  0.435
H: -3.329 2.004 0.471  0.494
H: -1.428 3.294 0.117  0.229
H: -0.625 4.147 1.434  0.445
H: -2.333 3.778 1.530  0.548
O: -2.472 -4.366 1.697  -0.564
C: -1.048 -4.296 1.753  -0.615
C: -0.405 -4.487 0.356  2.342
C: 0.173 -5.938 0.393  -0.974
O: 1.050 -6.262 -0.665  -0.555
C: 0.923 -3.639 0.228  -1.904
Se: 1.382 -1.769 0.864  -0.348
C: -1.481 -4.648 -0.813  -1.904
Se: -1.686 -1.661 0.128  0.436
H: -2.820 -4.063 2.543  0.361
H: -0.694 -5.095 2.415  0.477
H: -0.716 -3.348 2.181  -0.160
H: -0.665 -6.646 0.438  0.406
H: 0.755 -6.061 1.307  0.513
H: 0.772 -5.828 -1.480  0.400
H: 1.292 -3.679 -0.790  0.392
H: 1.658 -4.191 0.815  0.811
H: -2.276 -5.218 -0.334  0.674
H: -1.024 -5.340 -1.514  0.646
O: -0.223 0.282 -3.089  -0.771
S: -1.680 0.437 -2.807  1.733
O: -2.480 1.254 -3.639  -0.726
O: -1.547 0.859 -1.351  -0.639
C: -2.383 -1.211 -2.601  0.217
C: -3.707 -1.342 -2.739  -0.757
C: -4.381 -2.467 -2.101  -0.802
C: -3.700 -3.475 -1.544  -0.872
C: -2.219 -3.624 -1.759  -0.203
C: -1.590 -2.227 -1.838  -0.686
S: -0.011 -2.662 -2.945  1.325
O: 0.328 -4.047 -2.834  -0.660
O: -0.348 -2.153 -4.232  -0.608
O: 1.065 -1.849 -2.204  -0.636
H: -4.292 -0.553 -3.194  0.587
H: -5.460 -2.432 -2.026  0.456
H: -4.222 -4.267 -1.019  0.491
H: -2.142 -4.062 -2.762  0.899
N: 5.154 4.692 -2.585  -0.524
C: 4.385 3.938 -2.186  -0.274
C: 3.428 2.996 -1.683  0.587
C: 3.848 1.724 -1.298  -0.924
C: 2.921 0.794 -0.850  -0.337
C: 1.564 1.129 -0.728  0.937
C: 1.188 2.431 -1.075  -0.592
C: 2.083 3.352 -1.583  -0.863
H: 4.894 1.459 -1.376  0.487
H: 3.263 -0.203 -0.604  0.523
H: 0.151 2.724 -0.987  0.616
H: 1.756 4.337 -1.884  0.504

=====

# 2
ORCA calculation (ωB97M-V with the def2-TZVPD basis set) on C30H37BrI2N9O5Pb as an isolated structure.

**LUMO**: -4.21 eV
**Total charge**: +1
**Strongest force on any atom**: 0.65 eV Å⁻¹
**Orbital gap**: 5.53 eV
**HOMO**: -9.741 eV

Each line ends with the Mulliken charge.
Atoms and positions in Å:
Pb: -0.206 0.154 -0.022  1.429
C: -2.765 4.884 1.147  -1.001
N: -1.803 4.405 2.127  0.144
C: -1.744 5.165 3.365  -1.072
C: -1.027 3.343 1.836  0.723
O: -1.049 2.786 0.742  -0.117
C: -0.044 2.880 2.913  -1.249
O: 0.536 1.634 2.604  -0.292
C: 0.321 0.607 3.546  -1.359
C: -0.752 -0.384 3.117  1.004
O: -1.383 -0.237 2.059  -0.789
N: -0.943 -1.429 3.917  0.241
C: -1.842 -2.505 3.506  -1.142
C: -0.229 -1.602 5.179  -0.932
H: -3.765 4.892 1.583  0.360
H: -2.518 5.904 0.841  0.312
H: -2.755 4.226 0.284  0.216
H: -2.656 5.026 3.950  0.322
H: -0.894 4.883 3.975  0.415
H: -1.649 6.227 3.133  0.354
H: 0.755 3.628 2.965  0.534
H: -0.518 2.848 3.896  0.507
H: 1.265 0.072 3.679  0.286
H: 0.048 1.023 4.520  0.770
H: -2.058 -2.409 2.447  0.295
H: -1.353 -3.460 3.694  0.446
H: -2.771 -2.464 4.075  0.340
H: 0.801 -1.927 5.016  0.252
H: -0.232 -0.689 5.772  0.363
H: -0.740 -2.370 5.754  0.409
N: -1.657 -1.323 -1.281  -0.660
C: -2.471 -1.896 -1.881  0.456
C: -3.433 -2.490 -2.677  0.071
C: -4.396 -1.606 -3.213  0.290
N: -5.105 -0.796 -3.633  -0.562
C: -3.351 -3.866 -2.998  0.039
N: -3.248 -4.984 -3.257  -0.506
Br: 2.286 -5.069 4.942  -0.120
C: 2.953 -3.661 3.881  -0.239
C: 4.243 -3.186 4.088  -0.094
N: 4.759 -2.179 3.391  -0.636
C: 3.996 -1.608 2.464  -0.426
C: 2.698 -2.019 2.190  -0.135
C: 2.164 -3.080 2.910  -0.511
C: 1.856 -1.294 1.190  1.765
O: 2.305 -0.297 0.588  -0.926
O: 0.656 -1.704 1.043  -1.159
H: 4.875 -3.637 4.845  0.413
H: 4.423 -0.780 1.911  0.546
H: 1.160 -3.425 2.702  0.679
I: 0.059 4.493 -1.861  0.337
C: -1.652 3.524 -2.749  0.361
C: -2.511 4.288 -3.506  -0.591
C: -3.597 3.587 -4.024  -0.437
C: -3.728 2.232 -3.765  -0.706
C: -2.768 1.598 -2.989  0.160
N: -1.724 2.260 -2.471  0.188
H: -2.352 5.339 -3.700  0.454
H: -4.323 4.104 -4.636  0.438
H: -4.550 1.644 -4.152  0.555
H: -2.833 0.544 -2.767  -0.171
C: 2.217 -0.503 -2.775  -0.257
C: 3.192 -1.166 -3.786  -0.908
N: 2.773 -2.538 -4.055  -0.185
C: 1.378 -2.530 -4.494  -0.990
C: 0.462 -2.007 -3.356  -0.676
N: 1.279 -1.497 -2.244  0.722
C: 2.054 -2.621 -1.691  -0.540
C: 2.865 -3.314 -2.818  -0.865
H: 1.621 0.268 -3.275  0.075
H: 2.747 -0.049 -1.934  0.420
H: 4.210 -1.191 -3.392  0.278
H: 3.215 -0.620 -4.732  0.381
H: 1.100 -3.543 -4.788  0.337
H: 1.307 -1.899 -5.382  0.339
H: -0.178 -2.799 -2.968  0.454
H: -0.188 -1.200 -3.705  0.276
H: 1.359 -3.309 -1.207  0.444
H: 2.723 -2.220 -0.931  0.143
H: 2.484 -4.315 -3.023  0.270
H: 3.917 -3.409 -2.546  0.402
I: 2.847 3.074 -3.575  0.238
C: 1.394 2.814 -2.097  -0.046
H: 0.649 2.053 -2.333  -0.516
H: 1.808 2.698 -1.101  0.566

=====

# 3
ORCA calculation (ωB97M-V with the def2-TZVPD basis set) on C30H37Cl5GeI2N2O5SSi3Sn as an isolated structure in a non-equilibrium geometry.

**<S²>**: 0.778
**Spin multiplicity**: 2
**LUMO (spin up / spin down)**: -4.87 / -6.77 eV
**Total charge**: +1
**Strongest force on any atom**: 1.66 eV Å⁻¹
**Orbital gap (spin up / spin down)**: 4.21 / 2.32 eV
**HOMO (spin up / spin down)**: -9.087 / -9.086 eV

Each line ends with the Mulliken charge.
Atoms and positions in Å:
Sn: 1.043 -0.542 0.557  0.287
I: 5.329 -1.261 -2.783  0.193
C: 5.360 -0.954 -0.746  -0.517
C: 6.554 -0.939 -0.056  -0.414
C: 6.571 -0.747 1.327  -0.082
I: 8.411 -0.716 2.256  0.235
C: 5.348 -0.568 2.093  0.898
C: 5.291 -0.420 3.491  -0.583
C: 4.078 -0.271 4.115  -1.381
C: 2.919 -0.245 3.339  -0.166
N: 2.956 -0.369 2.019  0.704
C: 4.138 -0.551 1.405  0.073
C: 4.093 -0.757 -0.051  0.194
O: 3.004 -0.762 -0.624  -0.371
H: 7.481 -1.086 -0.595  0.407
H: 6.207 -0.438 4.071  0.231
H: 4.005 -0.169 5.190  0.487
H: 1.942 -0.130 3.797  0.470
Cl: -3.009 -0.574 6.875  -0.160
C: -2.038 -0.887 5.497  0.458
C: -1.529 0.162 4.751  -0.152
Cl: -1.893 1.792 5.159  -0.178
C: -0.716 -0.113 3.650  0.211
Cl: -0.081 1.175 2.664  0.298
C: -0.362 -1.410 3.269  -0.913
O: 0.446 -1.699 2.238  -0.770
C: -0.945 -2.453 4.005  0.582
Cl: -0.618 -4.059 3.484  -0.143
C: -1.761 -2.203 5.102  0.107
Cl: -2.452 -3.508 5.963  -0.157
C: 0.639 -1.013 -3.497  -0.424
Si: 0.713 0.841 -3.422  0.317
C: -0.249 1.707 -4.757  -1.065
C: 2.471 1.448 -3.362  -0.388
Ge: -0.471 1.596 -1.442  0.345
Si: -2.881 1.173 -1.324  0.280
C: -3.141 -0.259 -2.429  -0.162
C: -3.430 1.100 0.437  -0.462
C: -3.422 2.756 -2.145  -1.133
Si: 0.613 3.548 -0.471  0.503
C: -0.327 4.170 1.007  -1.051
C: 0.527 4.754 -1.886  -1.061
C: 2.371 3.115 -0.011  -0.449
H: 0.925 -1.373 -4.494  0.478
H: -0.363 -1.392 -3.271  0.154
H: 1.346 -1.438 -2.771  -0.081
H: 0.226 1.556 -5.736  0.410
H: -0.291 2.787 -4.570  0.322
H: -1.278 1.332 -4.819  0.278
H: 3.038 1.066 -4.222  0.415
H: 2.964 1.078 -2.455  -0.325
H: 2.532 2.541 -3.376  0.253
H: -2.365 -1.027 -2.310  -0.373
H: -3.137 0.083 -3.477  0.382
H: -4.115 -0.737 -2.229  0.317
H: -2.886 0.346 1.015  -0.252
H: -4.499 0.834 0.463  0.455
H: -3.308 2.073 0.930  0.369
H: -2.938 2.877 -3.123  0.328
H: -3.208 3.645 -1.541  0.319
H: -4.507 2.716 -2.317  0.434
H: -1.401 3.983 0.909  0.308
H: -0.185 5.251 1.126  0.437
H: 0.014 3.688 1.928  0.302
H: -0.513 4.935 -2.187  0.321
H: 1.072 4.387 -2.764  0.268
H: 0.964 5.720 -1.599  0.428
H: 2.390 2.300 0.724  -0.199
H: 2.881 3.981 0.436  0.513
H: 2.950 2.797 -0.888  0.203
N: 0.187 -2.904 -0.109  -0.005
C: -1.254 -3.020 -0.313  0.221
C: -2.109 -2.312 0.532  0.602
C: -3.485 -2.448 0.413  -0.986
C: -4.013 -3.309 -0.558  -0.290
C: -3.163 -3.963 -1.448  -0.682
C: -1.779 -3.821 -1.315  -0.724
S: -5.827 -3.336 -0.740  1.342
O: -6.148 -4.535 -1.484  -0.706
O: -6.102 -2.099 -1.486  -0.689
O: -6.350 -3.284 0.612  -0.698
H: 0.389 -3.120 0.866  0.261
H: 0.716 -3.536 -0.689  0.231
H: -1.690 -1.676 1.314  0.094
H: -4.172 -1.925 1.073  0.578
H: -3.587 -4.600 -2.219  0.511
H: -1.106 -4.352 -1.991  0.380

=====

M for every record listed, in sequence, given in Da: 941.62; 1144.60; 1244.35.